# C38H95Cl6N5O12

A cluster of 10 separate species, C38H95Cl6N5O12 in total at a distorted geometry (wB97M-V/def2-TZVPD, OMol25).

XYZ file:
```
156
Properties=species:S:1:pos:R:3:forces:R:3
C 1.734 4.417 3.029 -0.048 0.529 0.046
O 0.549 4.805 2.376 -0.502 -0.455 -0.034
C 0.673 5.997 1.626 0.075 -0.197 -0.221
C -0.588 6.247 0.833 -0.810 -0.140 0.428
N -1.719 6.554 1.713 0.275 0.348 -0.233
C -2.961 6.763 0.981 -0.181 -0.635 0.645
C -4.075 7.046 1.977 0.309 0.579 -0.688
O -4.373 5.871 2.672 -0.074 -0.528 0.213
C -5.415 6.010 3.625 0.524 0.351 -0.375
H 2.005 5.168 3.780 0.199 0.009 -0.034
H 2.548 4.312 2.304 0.131 -0.046 0.084
H 1.574 3.476 3.552 -0.159 -0.069 -0.167
H 1.497 5.889 0.909 0.203 0.124 0.108
H 0.862 6.826 2.316 0.095 0.171 -0.136
H -0.846 5.390 0.195 0.361 -0.173 -0.068
H -0.441 7.093 0.160 0.137 0.102 0.062
H -1.882 5.775 2.344 0.179 0.004 0.044
H -3.231 5.847 0.431 -0.125 0.165 -0.282
H -2.901 7.594 0.278 0.261 0.035 0.034
H -4.928 7.435 1.405 -0.270 -0.143 0.242
H -3.716 7.835 2.649 -0.154 0.005 0.151
H -6.317 6.337 3.106 -0.229 0.044 0.214
H -5.107 6.742 4.375 -0.228 0.121 0.109
H -5.575 5.055 4.115 0.014 -0.135 -0.122
C 6.790 -1.232 6.127 -0.476 0.990 0.572
O 7.063 0.163 6.038 0.301 -0.089 0.082
C 5.909 0.981 6.171 0.312 -0.355 -0.333
C 4.993 0.873 4.964 -0.389 0.544 0.584
N 5.602 1.457 3.785 -0.776 0.244 0.703
C 4.774 1.300 2.612 0.625 -0.534 -1.130
C 5.608 1.675 1.388 -0.005 0.478 0.429
O 6.624 0.716 1.196 -0.006 -0.216 -0.071
C 7.540 1.108 0.199 0.339 0.184 0.285
H 7.733 -1.753 6.254 0.061 -0.060 -0.376
H 6.201 -1.545 5.266 0.238 -0.426 -0.095
H 6.199 -1.400 7.035 -0.082 -0.225 -0.025
H 6.277 2.004 6.244 0.020 0.011 -0.054
H 5.377 0.757 7.103 -0.073 -0.198 -0.043
H 4.092 1.429 5.257 0.011 0.208 -0.318
H 4.613 -0.145 4.808 0.265 -0.208 -0.033
H 6.554 1.136 3.681 -0.080 -0.276 -0.331
H 3.881 1.929 2.623 0.111 0.230 0.325
H 4.409 0.269 2.491 0.013 -0.110 -0.003
H 6.054 2.643 1.663 0.163 0.052 -0.265
H 5.056 1.828 0.454 -0.345 -0.175 0.136
H 8.384 0.422 0.220 -0.090 -0.143 0.008
H 7.929 2.106 0.428 0.004 0.090 -0.108
H 7.116 1.120 -0.809 -0.222 -0.030 0.006
C 1.216 0.725 -6.536 -0.886 0.063 0.286
O 1.815 -0.540 -6.400 0.779 0.253 0.078
C 1.070 -1.389 -5.571 -1.391 -1.202 -0.406
C 1.661 -2.794 -5.533 0.886 0.455 -0.211
N 2.907 -2.925 -4.769 -0.114 0.361 0.158
C 4.040 -2.205 -5.368 -0.447 -0.434 -0.401
C 5.376 -2.676 -4.849 0.495 0.447 -0.911
O 5.663 -2.128 -3.572 -0.333 -0.561 0.061
C 6.888 -2.609 -3.053 -0.065 0.438 0.302
H 0.244 0.594 -7.029 -0.088 0.175 0.054
H 1.785 1.440 -7.126 0.465 -0.468 -0.097
H 1.054 1.182 -5.554 -0.065 0.031 0.048
H 0.078 -1.563 -6.023 -0.168 0.380 -0.041
H 0.845 -1.013 -4.566 0.469 0.357 0.072
H 1.823 -3.079 -6.578 0.290 -0.037 0.036
H 0.937 -3.526 -5.174 -0.192 0.293 0.343
H 2.733 -2.496 -3.862 -0.049 -0.371 0.160
H 3.964 -1.114 -5.316 0.021 -0.003 0.199
H 3.973 -2.442 -6.434 0.365 0.057 -0.033
H 6.158 -2.325 -5.540 -0.045 0.134 -0.039
H 5.443 -3.767 -4.910 -0.191 -0.065 0.617
H 6.925 -2.372 -1.989 -0.107 0.036 -0.026
H 7.713 -2.078 -3.537 0.136 -0.310 -0.108
H 6.971 -3.693 -3.156 0.089 0.011 -0.165
C -2.984 -0.642 -4.784 0.469 0.952 -0.592
O -2.101 -0.839 -3.707 0.086 -0.778 -0.197
C -2.450 -1.970 -2.899 0.147 0.638 0.339
C -1.311 -2.183 -1.919 -0.536 -0.242 -0.865
N -1.293 -1.100 -0.932 0.442 -1.247 0.354
C 0.033 -1.087 -0.295 0.293 0.707 -0.022
C 0.256 0.172 0.523 0.394 0.252 -0.312
O 0.825 1.157 -0.324 -0.036 -0.128 -0.490
C 1.190 2.342 0.325 -0.325 0.595 0.130
H -2.555 0.172 -5.381 -0.080 0.071 0.178
H -3.970 -0.311 -4.448 -0.137 -0.362 -0.038
H -3.018 -1.476 -5.492 -0.260 -0.334 0.410
H -2.670 -2.890 -3.449 0.243 0.168 -0.437
H -3.375 -1.692 -2.382 -0.027 -0.267 0.234
H -0.354 -2.276 -2.450 -0.052 0.432 -0.304
H -1.410 -3.208 -1.553 -0.329 0.327 0.921
H -1.372 -0.238 -1.464 -0.045 0.043 0.066
H 0.794 -1.139 -1.084 0.215 0.185 0.151
H 0.266 -1.934 0.354 -0.769 -0.304 -0.114
H 0.943 -0.059 1.346 -0.025 0.186 0.094
H -0.676 0.586 0.918 -0.200 -0.285 0.303
H 1.930 2.131 1.105 0.111 0.207 -0.047
H 0.355 2.900 0.766 -0.250 -0.491 0.342
H 1.542 3.063 -0.415 0.521 -0.396 -0.119
C -5.928 -6.046 4.598 0.177 -0.259 -0.059
O -5.998 -4.658 4.780 -0.761 0.131 0.054
C -4.881 -3.945 4.288 -0.357 -0.290 -0.127
C -5.311 -2.508 4.061 0.653 -0.558 0.459
N -4.193 -1.738 3.533 -0.151 0.453 -0.281
C -4.685 -0.398 3.217 -0.460 0.212 -0.180
C -3.747 0.525 2.457 0.435 -0.344 0.344
O -4.236 1.838 2.525 -0.842 0.174 0.252
C -3.392 2.817 1.959 0.167 -0.373 0.569
H -5.823 -6.317 3.541 0.478 0.102 -0.032
H -6.847 -6.557 4.887 -0.159 0.516 0.388
H -5.117 -6.443 5.215 0.150 -0.309 -0.250
H -4.593 -4.377 3.320 0.223 -0.006 0.009
H -4.051 -4.023 4.995 0.154 0.068 -0.079
H -5.604 -2.074 5.019 -0.085 0.048 0.022
H -6.214 -2.556 3.440 0.034 0.277 -0.275
H -3.798 -2.175 2.695 -0.502 0.264 0.203
H -4.958 0.102 4.150 0.001 -0.013 0.018
H -5.605 -0.471 2.617 -0.184 0.097 0.067
H -3.699 0.205 1.408 0.389 -0.045 -0.045
H -2.762 0.470 2.943 0.177 -0.050 -0.299
H -3.085 2.483 0.965 0.181 0.338 -0.171
H -2.530 2.967 2.620 0.368 -0.166 -0.242
H -3.902 3.777 1.962 -0.254 -0.190 -0.331
Cl -2.650 4.278 -2.456 -0.046 0.053 -0.108
C -2.258 2.715 -3.204 0.160 -0.573 -0.204
C -0.909 2.200 -2.744 -0.030 0.248 -0.146
Cl 0.496 3.211 -3.237 -0.316 0.096 0.065
H -2.353 2.757 -4.287 0.175 0.428 0.011
H -3.011 1.994 -2.880 0.026 0.039 0.184
H -0.685 1.233 -3.187 -0.296 -0.170 0.172
H -0.920 2.161 -1.659 0.308 -0.144 -0.006
Cl -1.779 -6.722 -3.688 0.147 -0.087 0.160
C -0.100 -7.241 -3.347 0.174 0.026 -0.189
C 0.857 -6.075 -3.335 0.672 -0.069 0.024
Cl 0.514 -4.943 -2.001 -0.005 -0.020 -0.107
H 0.165 -7.947 -4.131 0.086 0.109 -0.083
H -0.046 -7.774 -2.401 -0.336 0.119 0.084
H 0.922 -5.531 -4.274 -0.446 0.109 0.043
H 1.879 -6.407 -3.149 -0.108 -0.307 0.048
Cl -5.596 -3.625 -1.179 0.181 0.062 -0.008
C -5.830 -1.944 -0.641 -0.022 0.210 0.203
C -6.983 -1.303 -1.365 -0.589 -0.107 -0.035
Cl -6.560 -0.912 -3.057 0.068 0.202 0.033
H -4.922 -1.364 -0.805 0.085 -0.201 -0.110
H -5.993 -1.952 0.436 -0.163 -0.143 -0.027
H -7.334 -0.409 -0.850 0.348 0.201 -0.157
H -7.853 -1.951 -1.451 0.162 -0.217 0.186
C 3.643 -0.807 -0.923 1.346 1.034 0.014
O 3.424 -1.718 -1.979 0.190 0.095 0.178
H 4.708 -0.586 -0.732 0.182 -0.562 -0.308
H 3.299 0.198 -1.187 -0.813 -0.189 0.369
H 3.330 -1.172 0.055 -0.743 -0.051 -0.264
H 4.193 -1.637 -2.575 -0.140 -0.343 0.189
C -1.934 -3.271 1.819 -0.898 -0.766 -0.756
O -2.999 -2.734 1.023 0.053 -0.053 0.024
H -2.394 -4.021 2.465 -0.027 0.303 0.318
H -1.301 -3.885 1.173 0.604 0.474 0.128
H -1.457 -2.494 2.413 0.381 -0.129 -0.070
H -2.624 -2.232 0.281 0.193 0.215 0.205
```
Positions in Å, forces in eV/Å.

Calculated values
HOMO energy: -8.6 eV
Energy above the lowest of the compared OMol25 structures with the same formula, charge and spin: 0.0 kcal/mol
SMILES: COCCNCCOC.COCCNCCOC.COCCNCCOC.COCCNCCOC.COCCNCCOC.ClCCCl.ClCCCl.ClCCCl.CO.CO
Spin multiplicity: 1
Electronic energy: -5442.40112 Ha

***

# C39H111N15O12

A cluster of 12 separate species, C39H111N15O12 in total at a distorted geometry (wB97M-V/def2-TZVPD, OMol25).

XYZ file:
```
177
Properties=species:S:1:pos:R:3:forces:R:3
C 5.161 -0.273 2.839 -0.860 0.208 -0.903
O 4.627 1.026 2.569 0.135 0.079 0.009
C 5.199 1.636 1.420 -0.245 0.199 0.299
C 4.612 3.022 1.134 -0.253 -0.028 -0.530
C 3.103 3.057 0.854 -0.158 -0.574 1.978
N 5.324 3.538 -0.015 1.159 0.270 -0.366
H 4.732 -0.631 3.772 0.212 0.236 0.165
H 6.253 -0.311 2.828 0.075 0.227 0.222
H 4.801 -0.950 2.060 0.193 -0.166 -0.081
H 6.268 1.759 1.609 0.164 -0.038 -0.294
H 5.038 1.051 0.506 0.042 -0.446 0.069
H 4.913 3.662 1.967 -0.545 0.030 0.220
H 2.753 2.320 0.130 0.301 0.300 -0.479
H 2.735 4.072 0.703 0.141 -0.015 -0.507
H 2.595 2.754 1.779 -0.091 -0.030 0.095
H 4.885 4.334 -0.452 -0.118 -0.071 0.026
H 5.594 2.859 -0.712 -0.252 -0.082 -0.002
C -6.997 6.871 -2.513 0.725 -0.862 -1.016
O -6.192 6.096 -1.646 -0.512 0.545 0.812
C -6.914 5.107 -0.897 0.832 1.375 -0.738
C -5.948 4.547 0.101 -0.006 -1.322 2.272
C -4.791 3.725 -0.420 0.836 -0.102 -1.025
N -6.777 3.720 1.028 -0.323 -0.264 -0.064
H -7.901 7.350 -2.131 0.092 -0.182 0.595
H -7.268 6.193 -3.330 -0.452 0.250 -0.215
H -6.344 7.628 -2.945 -0.057 0.103 0.119
H -7.716 5.581 -0.323 -0.245 0.021 -0.181
H -7.330 4.397 -1.615 -0.029 -0.431 0.331
H -5.557 5.309 0.782 0.245 0.732 -0.826
H -3.963 4.341 -0.781 -0.387 0.398 -0.409
H -5.100 3.077 -1.244 -0.074 0.025 -0.047
H -4.244 3.085 0.269 -0.847 -0.091 0.541
H -7.312 4.348 1.620 -0.263 0.051 -0.199
H -6.186 3.235 1.691 0.198 -0.305 -0.455
C 4.692 -3.952 -2.471 -0.504 -0.288 -0.300
O 5.698 -2.977 -2.607 0.181 0.077 0.087
C 5.668 -2.306 -3.846 -0.354 0.612 -0.645
C 4.434 -1.378 -3.990 -0.277 0.581 -0.887
C 4.450 -0.541 -5.274 1.049 -0.659 -0.598
N 4.312 -0.490 -2.853 -0.105 -0.578 0.752
H 3.696 -3.533 -2.293 0.015 0.233 0.022
H 4.901 -4.618 -1.635 0.341 0.154 0.000
H 4.613 -4.546 -3.387 0.061 -0.145 -0.002
H 6.563 -1.685 -3.925 0.059 0.072 0.403
H 5.754 -2.990 -4.697 -0.299 -0.330 0.065
H 3.521 -1.973 -4.084 0.009 -0.171 0.480
H 4.119 -1.184 -6.091 0.081 0.175 -0.186
H 5.481 -0.242 -5.494 0.074 -0.017 -0.099
H 3.878 0.384 -5.323 -0.408 -0.245 0.619
H 5.051 0.205 -2.871 0.042 0.024 -0.044
H 4.518 -1.100 -2.062 0.048 0.426 0.399
C -2.999 -1.060 5.063 0.963 -0.145 -0.403
O -2.162 -2.036 4.450 -0.890 -0.133 -0.375
C -2.840 -2.701 3.374 0.932 -1.024 0.802
C -1.897 -3.749 2.807 0.584 0.028 -2.100
C -0.862 -3.138 1.813 0.910 0.494 0.665
N -2.659 -4.734 2.039 -0.302 -0.210 0.616
H -3.115 -0.270 4.318 -0.140 0.455 0.443
H -2.422 -0.775 5.942 -0.243 0.544 -0.024
H -3.991 -1.381 5.391 0.041 -0.535 -0.156
H -3.679 -3.247 3.811 -0.380 0.196 -0.277
H -3.138 -2.054 2.546 -0.249 0.372 0.245
H -1.358 -4.306 3.575 -0.035 0.384 0.330
H -0.119 -3.861 1.465 -0.127 -0.377 0.287
H -0.258 -2.348 2.275 -0.081 0.103 0.154
H -1.245 -2.721 0.878 -0.724 0.015 0.235
H -1.980 -5.235 1.482 -0.292 -0.188 -0.243
H -3.337 -4.267 1.434 0.092 -0.205 -0.070
C 0.479 -3.755 -2.534 0.514 0.696 0.224
O -0.047 -5.015 -2.779 -0.643 -0.950 -0.054
C -0.882 -5.068 -3.948 0.801 0.841 0.457
C -1.038 -6.472 -4.450 -1.098 -1.242 -0.183
C -1.889 -6.523 -5.707 0.996 0.565 -1.047
N -1.672 -7.330 -3.442 0.672 0.413 0.730
H -0.264 -2.953 -2.462 -0.231 -0.090 -0.420
H 1.237 -3.520 -3.290 -0.116 0.335 -0.147
H 0.984 -3.707 -1.566 -0.003 -0.575 0.054
H -1.844 -4.597 -3.727 -0.201 -0.181 0.046
H -0.398 -4.442 -4.705 -0.038 -0.093 -0.290
H -0.077 -6.944 -4.684 0.318 0.641 -0.255
H -2.903 -6.129 -5.666 0.035 -0.021 0.487
H -1.905 -7.524 -6.141 -0.141 -0.119 0.253
H -1.331 -5.927 -6.438 -0.296 0.077 -0.261
H -0.927 -7.397 -2.751 -0.507 -0.255 0.567
H -1.766 -8.269 -3.813 -0.082 0.001 -0.123
C 3.561 -7.237 3.191 1.010 0.653 1.653
O 3.103 -6.371 2.188 -0.051 0.117 -0.329
C 4.106 -5.516 1.678 1.119 0.862 0.500
C 4.737 -4.579 2.726 -0.808 0.130 2.090
C 3.653 -3.674 3.354 0.150 -0.703 0.710
N 5.805 -3.710 2.294 0.735 -0.106 -2.002
H 4.607 -7.557 3.103 -0.104 -0.474 -0.977
H 2.904 -8.072 3.417 -0.192 0.039 -0.669
H 3.692 -6.703 4.143 -0.616 0.210 0.121
H 4.926 -6.130 1.290 -0.077 0.006 -0.572
H 3.693 -4.803 0.964 -0.322 -0.667 -0.524
H 5.171 -5.206 3.515 -0.472 -0.272 0.166
H 3.907 -3.537 4.408 0.064 0.399 -0.012
H 2.669 -4.144 3.393 0.000 -0.059 -0.329
H 3.594 -2.704 2.864 -0.022 -0.095 -0.133
H 6.261 -3.162 3.010 -0.492 -0.098 0.412
H 6.553 -4.256 1.879 -0.001 0.039 -0.129
C -0.344 4.326 0.744 -0.693 -1.199 -0.061
O 0.380 5.424 1.180 0.851 0.724 0.403
C -0.096 6.006 2.394 -0.775 -0.355 -0.514
C 0.904 6.933 3.073 -0.205 0.936 -0.435
C 2.158 6.282 3.514 1.348 -1.600 0.232
N 0.266 7.564 4.230 -0.495 -0.438 -0.178
H -0.305 3.499 1.464 0.125 -0.041 0.111
H 0.029 3.938 -0.205 0.454 0.277 0.063
H -1.413 4.483 0.552 -0.075 0.600 0.178
H -0.999 6.553 2.100 -0.073 0.392 0.287
H -0.457 5.234 3.081 0.357 -0.178 0.165
H 1.181 7.704 2.343 -0.066 -0.099 -0.293
H 2.551 5.630 2.730 0.012 0.120 -0.119
H 2.028 5.629 4.381 -0.383 0.038 0.020
H 2.982 6.940 3.797 -0.267 0.418 -0.160
H -0.628 7.944 3.943 0.043 0.280 0.184
H 0.854 8.311 4.576 -0.100 0.080 0.029
C -2.398 0.840 -0.628 0.562 -2.584 0.608
O -1.107 0.274 -0.979 -0.243 0.978 -0.427
C -0.191 0.209 0.093 0.010 -0.501 -0.394
C 1.085 -0.477 -0.432 -1.483 1.084 -0.090
C 2.069 -0.684 0.684 0.203 -0.589 0.425
N 1.586 0.367 -1.506 1.112 0.215 -0.109
H -2.346 1.540 0.206 0.102 0.517 -0.410
H -2.885 -0.058 -0.235 -0.689 0.359 0.318
H -2.963 1.097 -1.520 0.399 0.598 -0.038
H 0.037 1.234 0.405 0.250 -0.019 0.232
H -0.626 -0.342 0.932 0.006 -0.043 0.110
H 0.874 -1.452 -0.886 -0.566 -0.200 0.507
H 2.533 0.203 1.119 0.203 0.152 -0.564
H 2.783 -1.423 0.313 0.523 0.282 0.344
H 1.584 -1.142 1.549 -0.200 -0.258 -0.180
H 0.922 0.530 -2.255 -0.439 -0.483 0.210
H 2.376 -0.113 -1.929 0.211 0.312 -0.268
C -0.663 0.999 3.917 1.427 0.206 -0.664
O -1.817 1.451 3.195 0.882 -0.539 0.296
C -2.322 2.691 3.638 0.131 0.537 0.133
C -3.485 3.163 2.755 -0.547 -1.005 1.246
C -4.304 4.215 3.479 0.365 1.059 -0.291
N -4.373 2.031 2.512 -0.249 -0.958 0.075
H -0.674 0.872 5.001 -1.067 0.265 0.106
H 0.215 1.630 3.736 -0.274 0.689 -0.071
H -0.258 0.058 3.543 -0.957 -0.309 -0.354
H -2.648 2.561 4.676 -0.191 0.182 0.081
H -1.567 3.484 3.614 0.324 -0.164 0.147
H -3.100 3.575 1.820 0.025 -0.151 -0.063
H -4.444 4.000 4.538 0.196 -0.033 0.018
H -5.296 4.334 3.046 0.041 -0.161 -0.129
H -3.833 5.192 3.336 0.037 0.087 0.441
H -5.194 2.057 3.107 -0.090 0.448 -0.038
H -3.935 1.178 2.849 0.303 -0.120 -0.592
N -5.129 -1.505 -0.797 -1.011 0.024 1.061
C -4.552 -2.690 -0.481 0.732 -0.388 0.402
N -3.677 -3.013 -1.453 0.687 -1.010 -0.184
O -4.740 -3.324 0.569 -0.247 0.669 -0.993
H -5.932 -1.278 -0.232 0.159 0.563 -0.331
H -4.779 -0.987 -1.583 -0.448 0.191 -0.016
H -3.691 -2.477 -2.315 0.368 -0.238 0.085
H -3.127 -3.854 -1.403 -0.198 0.032 0.151
N 1.858 2.810 -3.111 -0.422 -0.523 0.170
C 1.352 2.502 -4.330 0.628 -0.626 -0.676
N 1.662 3.428 -5.275 -0.019 0.399 0.531
O 0.796 1.437 -4.602 -0.194 0.223 0.288
H 1.881 2.052 -2.435 0.085 0.370 0.449
H 2.251 3.708 -2.901 0.031 -0.068 0.092
H 1.367 3.366 -6.230 -0.011 0.010 0.091
H 2.233 4.165 -4.904 -0.003 0.401 -0.886
N -1.238 -0.531 -3.677 -0.701 -0.196 -0.051
C -2.469 -0.756 -4.184 0.269 -1.541 0.427
N -2.540 -0.535 -5.512 -0.374 0.452 -0.705
O -3.399 -1.299 -3.560 0.244 0.899 -0.443
H -1.104 -0.764 -2.702 0.146 0.631 -0.052
H -0.606 0.041 -4.220 0.421 0.052 0.590
H -3.403 -0.712 -5.994 0.047 0.143 0.058
H -1.781 -0.062 -5.969 -0.170 -0.034 -0.212
```
Positions in Å, forces in eV/Å.

Calculated values
HOMO energy: -7.9 eV
Energy above the lowest of the compared OMol25 structures with the same formula, charge and spin: 68.6 kcal/mol
SMILES: COC[C@H](C)N.COC[C@H](C)N.COC[C@H](C)N.COC[C@H](C)N.COC[C@H](C)N.COC[C@H](C)N.COC[C@H](C)N.COC[C@H](C)N.COC[C@H](C)N.NC(N)=O.NC(N)=O.NC(N)=O
Spin multiplicity: 1
Electronic energy: -3276.64001 Ha